{"formula": "C41H44N7O", "method": "wB97M-V/def2-TZVPD", "lumo_ev": -4.61, "de_lowest_kcal_mol": 10.0, "total_energy_ev": -55700.6951, "homo_lumo_gap_ha": 0.19037, "homo_energy_ha": -0.3597, "total_charge": 1, "elements": ["O", "N", "N", "N", "N", "N", "N", "N", "C", "C", "C", "C", "C", "C", "C", "C", "C", "C", "C", "C", "C", "C", "C", "C", "C", "C", "C", "C", "C", "C", "C", "C", "C", "C", "C", "C", "C", "C", "C", "C", "C", "C", "C", "C", "C", "C", "C", "C", "C", "H", "H", "H", "H", "H", "H", "H", "H", "H", "H", "H", "H", "H", "H", "H", "H", "H", "H", "H", "H", "H", "H", "H", "H", "H", "H", "H", "H", "H", "H", "H", "H", "H", "H", "H", "H", "H", "H", "H", "H", "H", "H", "H", "H"], "positions_angstrom": [[-5.520604, 0.599489, 3.315538], [3.098977, 0.372769, -1.231201], [-2.229842, -0.228506, 2.502649], [-7.135057, 1.391925, -0.339871], [4.422760, -1.663668, -3.081477], [4.951099, -1.539386, -1.974869], [5.557727, -1.585701, -0.997486], [-3.683550, -0.469019, 4.215052], [-3.667915, 1.088871, 0.916957], [2.737934, -1.351256, 3.237259], [3.189648, -1.840996, 0.892412], [0.733424, -3.038730, -2.724126], [-3.560639, -0.060615, 1.939169], [-0.290027, -2.157249, -2.356168], [5.672552, -0.467360, -6.635244], [4.959835, 1.313491, -2.330708], [3.949184, -0.247257, -4.940953], [2.480771, -1.095451, 1.860885], [0.165390, -0.468593, 2.190288], [-5.749167, 2.604217, 0.979874], [-8.026213, 3.512614, 0.718463], [3.447324, 0.225409, -7.257990], [-5.059609, 1.421207, 0.527382], [3.527896, -0.589368, -3.500733], [3.426796, -2.502942, 3.595917], [3.976271, -2.919026, 1.266850], [-1.407939, 0.181151, 4.827520], [4.726549, 2.106279, -1.042856], [-4.242218, -0.578765, 5.540977], [-4.414679, 0.073462, 3.198367], [-2.272919, -0.682993, 3.906107], [3.046290, 0.184063, -5.914850], [0.994230, -0.315106, -3.260018], [-5.417407, 3.620843, 1.874952], [4.035544, -3.304682, 2.614196], [3.507433, 1.480758, -0.359130], [-5.931820, 0.712447, -0.285064], [1.938410, -2.540134, -3.235593], [2.106668, -1.161142, -3.356799], [-1.115326, -0.150328, 1.748791], [5.281500, -0.473600, -5.291008], [4.742061, -0.147168, -7.630513], [-7.053290, 2.561525, 0.411876], [-7.687142, 4.526270, 1.631835], [-1.932092, -2.170958, 4.056162], [1.342075, -0.324587, 1.443053], [-6.402062, 4.563582, 2.210893], [-0.174171, -0.793770, -2.656004], [3.621151, 0.609238, -2.555549], [-3.868910, -1.000553, 1.433134], [4.566127, -4.209383, 2.900526], [-1.714251, -2.388402, 5.108527], [-5.773038, -0.229935, -0.796513], [-6.173395, 5.350807, 2.934933], [2.308968, -0.677460, 3.984339], [2.987486, -1.572439, -0.144075], [4.511166, 3.154798, -1.257263], [2.032625, 0.469234, -5.626224], [-1.256256, 0.149806, 0.706971], [0.266109, -0.968508, 3.163713], [-4.413178, 3.631320, 2.306816], [-9.008495, 3.437259, 0.251617], [3.481399, -2.770081, 4.653474], [1.355961, 0.283303, 0.538998], [2.092472, 0.216864, -1.226477], [4.524173, -3.466489, 0.505335], [-0.981393, -0.099323, -2.422254], [-1.526508, -0.165790, 5.859968], [5.176371, 1.934378, -3.195004], [5.568523, 2.087741, -0.350533], [3.751860, 1.078738, 0.628872], [-1.197117, -2.539166, -1.883182], [-0.355675, 0.116329, 4.554350], [-3.107097, 0.782723, 0.022327], [-8.413404, 5.299988, 1.900575], [-2.789814, -2.772173, 3.730798], [5.800701, 0.632015, -2.201217], [6.012897, -0.733369, -4.519581], [6.706068, -0.705720, -6.888321], [2.739481, 0.561515, -8.011693], [-7.942568, 1.089799, -0.873367], [-3.178278, 1.978795, 1.339310], [2.680739, 2.209859, -0.220490], [-4.122264, -1.597844, 5.922338], [-3.739664, 0.111557, 6.227052], [1.049178, 0.713776, -3.627261], [5.034323, -0.168629, -8.683141], [2.763166, -3.211148, -3.500895], [0.630457, -4.119368, -2.609251], [-1.066580, -2.441340, 3.449304], [2.967581, 1.371475, -3.003036], [-1.739952, 1.225575, 4.761698], [-5.305804, -0.331789, 5.489588]], "atomic_forces_ev_per_a": [[1.72, -1.24, -0.40], [-0.14, -0.55, 0.72], [2.17, -0.32, -1.58], [0.04, 0.07, -0.14], [0.86, -0.24, 1.10], [1.74, -0.75, 2.07], [-1.60, 0.13, -2.67], [-0.33, 0.34, -0.55], [0.52, -0.34, 0.07], [-0.57, -0.47, -0.53], [-0.84, 0.49, 0.10], [0.12, 0.16, -0.21], [-0.93, 0.05, -0.66], [0.10, -0.05, -0.05], [-0.25, 0.30, 0.20], [0.17, -0.31, -0.12], [0.04, 0.00, 0.09], [1.16, -0.49, 0.65], [1.84, -0.09, 0.10], [-0.74, -0.40, -0.40], [0.09, 0.44, 0.27], [0.06, 0.14, 0.27], [-0.88, -0.08, -0.60], [-0.25, 0.23, -0.17], [0.12, 0.31, 0.06], [0.04, -0.22, 0.59], [-0.16, 0.28, -0.13], [-0.07, 0.56, 0.32], [0.24, -0.07, 0.46], [-1.28, 1.15, 0.50], [-0.26, -0.27, 0.98], [0.29, -0.14, -0.17], [-0.17, -0.23, 0.40], [-0.54, 0.42, 0.16], [-0.18, 0.48, -0.35], [-0.56, -0.22, 0.11], [0.44, 0.98, 0.86], [-0.43, -0.02, 0.44], [-0.03, 0.05, -0.76], [-1.81, 0.47, 0.85], [0.17, -0.27, -0.53], [0.03, 0.04, 0.32], [0.49, -0.42, 0.33], [0.04, -0.60, -0.50], [-0.08, -0.12, -0.21], [-1.81, -0.29, 0.91], [0.57, -0.23, -0.13], [0.20, -0.24, -0.28], [-0.77, 1.44, -0.61], [0.11, 0.36, 0.28], [-0.06, 0.21, -0.04], [-0.08, -0.04, -0.28], [-0.17, 0.21, 0.01], [-0.05, -0.28, -0.30], [0.14, -0.37, -0.11], [0.39, -0.27, 0.21], [0.12, -0.06, -0.06], [0.25, -0.24, -0.26], [-0.08, 0.02, 0.37], [0.02, 0.13, -0.83], [-0.39, 0.22, 0.06], [0.16, 0.19, 0.24], [0.21, 0.08, -0.35], [-0.14, -0.46, 0.03], [0.42, 0.15, -0.34], [-0.18, 0.00, 0.19], [0.05, -0.21, -0.24], [0.07, 0.09, -0.26], [0.12, 0.14, 0.04], [0.13, -0.01, -0.28], [0.05, 0.12, 0.00], [0.26, 0.10, -0.16], [-0.14, 0.12, 0.25], [0.00, 0.17, 0.16], [0.24, -0.40, -0.14], [0.25, 0.07, 0.06], [-0.11, 0.00, -0.09], [-0.32, 0.02, -0.39], [-0.30, 0.07, 0.00], [0.11, -0.14, 0.10], [0.36, 0.18, 0.26], [-0.07, -0.19, -0.13], [0.41, -0.15, -0.12], [-0.05, 0.10, -0.03], [-0.23, -0.06, -0.01], [0.04, -0.22, 0.54], [-0.13, 0.06, 0.37], [-0.41, 0.30, 0.32], [-0.13, 0.35, 0.05], [-0.06, -0.11, 0.18], [0.16, 0.13, -0.47], [0.17, -0.20, 0.05], [0.27, -0.02, -0.07]]}

=====

{"formula": "C3H6Cl2OSi", "method": "wB97M-V/def2-TZVPD", "s_squared": 2.0064, "lumo_ev": [0.78, -2.90], "spin_multiplicity": 3, "de_lowest_kcal_mol": 76.2, "total_energy_ev": -38172.8841, "homo_lumo_gap_ha": [0.26515, 0.28541], "homo_energy_ha": [-0.2363, -0.3919], "elements": ["Cl", "Cl", "Si", "O", "C", "C", "C", "H", "H", "H", "H", "H", "H"], "positions_angstrom": [[-1.226804, 0.635394, 1.675555], [-1.216866, -2.163278, 1.071234], [1.912633, 0.038522, 0.951484], [0.563939, -0.558512, 0.203888], [-1.445925, -0.148850, -0.879589], [-0.893269, 0.798346, -1.627066], [-0.787195, -0.542560, 0.343490], [-2.235951, -0.908055, -1.336026], [2.962665, -0.368946, -0.027111], [-1.202213, 1.034245, -2.597861], [2.332984, -0.543383, 2.115478], [1.408295, 1.285901, 1.232006], [-0.172293, 1.441176, -1.125482]], "atomic_forces_ev_per_a": [[-0.34, 0.74, 0.29], [-0.41, 0.30, -0.65], [-0.06, -1.14, -2.31], [-0.28, -0.60, -0.77], [-5.85, -8.84, 3.40], [4.30, 6.52, -3.27], [0.99, -1.32, 0.97], [1.62, 1.86, 1.34], [-0.17, 0.71, 0.05], [-0.21, 0.20, -1.19], [0.48, -1.24, 2.28], [0.16, 2.57, 0.30], [-0.23, 0.23, -0.44]]}

=====

{"formula": "C40H40N8", "method": "wB97M-V/def2-TZVPD", "lumo_ev": 0.25, "smiles": "c1ccncc1.c1ccncc1.c1ccncc1.c1ccncc1.c1ccncc1.c1ccncc1.c1ccncc1.c1ccncc1", "de_lowest_kcal_mol": 45.6, "total_energy_ev": -54046.2435, "homo_lumo_gap_ha": 0.34678, "homo_energy_ha": -0.3374, "elements": ["N", "N", "N", "N", "N", "N", "N", "N", "C", "C", "C", "C", "C", "C", "C", "C", "C", "C", "C", "C", "C", "C", "C", "C", "C", "C", "C", "C", "C", "C", "C", "C", "C", "C", "C", "C", "C", "C", "C", "C", "C", "C", "C", "C", "C", "C", "C", "C", "H", "H", "H", "H", "H", "H", "H", "H", "H", "H", "H", "H", "H", "H", "H", "H", "H", "H", "H", "H", "H", "H", "H", "H", "H", "H", "H", "H", "H", "H", "H", "H", "H", "H", "H", "H", "H", "H", "H", "H"], "positions_angstrom": [[-5.239506, 2.018931, 0.537499], [-1.277629, -0.057045, -0.822302], [-0.259194, -1.068342, 5.085043], [-6.045846, 1.530386, -3.982031], [-0.415506, -3.922293, -6.167598], [2.511189, -3.990345, 0.379431], [2.596588, 4.446407, 2.050465], [5.943906, 1.283408, 3.933921], [3.803737, 5.035438, 2.151818], [-3.677603, 0.088829, -4.020867], [-0.496567, 0.809707, -1.575736], [-1.159397, -2.646381, 2.900746], [1.114970, 0.960212, 0.111871], [0.370599, 0.203928, 0.976230], [-1.327750, -3.795173, -5.192817], [0.675899, 1.326351, -1.162729], [-4.657308, 0.828489, 3.009429], [-5.939460, 1.229094, 2.725786], [-4.328473, 0.361980, -2.829474], [3.721236, 0.572449, 3.347860], [2.044245, 4.242770, 0.778602], [-0.275879, -1.873216, -4.306675], [-1.545426, -1.006067, 4.613794], [-1.338572, -2.763774, -4.261114], [0.575415, -3.010306, -6.242468], [2.964466, -1.756420, -0.610262], [6.316556, -0.009157, 4.061353], [3.208808, -2.765705, 0.342516], [-5.541331, 1.036721, -2.844835], [-3.967514, 1.677535, 0.874277], [-0.830700, -0.346116, 0.449009], [-6.169174, 1.885936, 1.539024], [-5.462562, 1.166578, -5.151989], [4.097396, 5.020474, -0.229904], [2.111556, -2.063580, -1.611784], [0.693180, -2.007926, -5.286551], [-3.655166, 1.138826, 2.109214], [-4.231761, 0.496029, -5.191876], [0.203114, -2.661497, 3.301113], [-2.057336, -1.809675, 3.544297], [5.422168, -1.072379, 3.797926], [1.674346, -4.215383, -0.646443], [0.589942, -1.935364, 4.413815], [4.716987, 1.576644, 3.510916], [2.811993, 4.419556, -0.383845], [4.104828, -0.785671, 3.401296], [4.573128, 5.376870, 1.034045], [1.423714, -3.240137, -1.606988], [2.685437, 0.827137, 3.178586], [3.414792, -0.774799, -0.615070], [4.406146, 2.610708, 3.532649], [-2.266323, -0.360598, 5.093454], [1.482487, -1.290401, -5.455529], [1.829207, -1.260782, -2.276767], [-1.480227, -3.197346, 2.029011], [-2.141979, -4.502099, -5.132122], [7.344058, -0.119701, 4.375073], [1.036789, 3.862909, 0.694177], [-2.711503, -0.392560, -4.057101], [4.245730, 5.322581, 3.094463], [-5.973423, 1.347674, -6.086132], [-0.136171, -1.122650, -3.542781], [5.561187, 5.805572, 1.113720], [3.945314, -2.586318, 1.111792], [-7.185104, 2.082907, 1.230009], [-4.477579, 0.329766, 3.950372], [-3.860279, 0.205104, -1.868964], [2.086741, 1.317650, 0.418982], [0.664533, -3.470504, -2.339782], [-1.446442, -0.969404, 1.080497], [5.693719, -2.111035, 3.915576], [-3.226730, 1.937895, 0.132752], [4.736957, 5.240829, -1.071812], [1.629761, -1.839361, 4.689431], [-0.857434, 0.993277, -2.576966], [-6.110814, 1.364466, -1.987697], [0.940977, -3.221736, 2.746050], [1.335827, -3.221158, -6.979835], [0.729851, 0.000248, 1.974160], [1.301976, 2.016485, -1.708751], [-3.066317, -1.672065, 3.184540], [2.395950, 4.134719, -1.338925], [-6.749241, 1.168973, 3.437846], [1.140361, -5.152721, -0.698145], [-2.174040, -2.714693, -3.578487], [3.372359, -1.575022, 3.318723], [-3.848383, 0.212192, -6.160819], [-2.638475, 0.842266, 2.320812]], "atomic_forces_ev_per_a": [[0.12, -0.03, 1.83], [1.72, 0.52, 1.19], [-1.15, -1.00, -1.59], [-0.40, -1.04, -1.48], [0.04, 0.07, 0.18], [1.52, 2.01, -0.73], [-0.64, 0.58, -1.37], [0.37, -0.38, -0.47], [-0.55, -0.15, -1.46], [0.75, 0.05, 0.81], [-2.14, -1.85, 0.28], [0.77, 0.41, 0.24], [0.71, 0.69, 0.09], [-1.08, -0.76, -1.00], [0.22, 0.59, -0.42], [1.17, 0.09, 1.38], [0.09, 0.19, 0.29], [-0.29, 0.82, 0.21], [0.00, 0.29, 0.77], [1.14, -0.46, -0.48], [2.73, 0.23, 1.16], [0.14, 0.06, 0.33], [1.07, -1.52, -0.42], [0.45, -0.27, -0.49], [-1.04, -1.11, 1.23], [1.24, -1.21, 1.47], [-1.50, 0.38, -0.58], [-1.59, -1.12, -0.44], [0.28, 1.16, -1.25], [-1.72, 0.89, -0.09], [0.34, 1.50, -1.58], [0.71, -0.97, -2.35], [0.55, -0.17, 1.43], [-0.74, -0.28, 0.35], [-1.61, 0.96, -0.68], [-0.01, 0.14, -1.06], [0.51, -0.81, -0.07], [-1.81, 0.13, -1.12], [-1.01, -0.10, 0.18], [1.59, 0.67, 0.91], [0.03, 0.67, -0.20], [0.54, 1.27, 0.70], [-1.56, 1.89, 0.03], [-1.19, -1.67, 1.19], [0.61, 0.84, 1.45], [0.62, 1.57, 1.04], [-0.74, -0.87, -0.90], [-0.49, -1.41, -0.45], [-0.02, 0.22, -0.14], [0.38, -0.13, 0.40], [0.17, 0.18, -0.31], [0.34, 0.36, 0.37], [0.18, 0.11, 0.53], [0.05, -0.13, -0.47], [0.07, -0.22, -0.03], [0.06, -0.36, -0.35], [-0.01, -0.45, 0.10], [-0.06, -0.09, 0.42], [0.06, -0.13, 0.29], [-0.52, -0.46, 0.58], [-0.17, 0.57, 0.06], [-0.27, 0.24, 0.00], [-0.06, 0.17, 0.21], [-0.10, -0.25, 0.26], [-0.10, 0.50, 0.09], [0.32, -0.05, 0.05], [0.08, -0.55, 0.03], [0.09, 0.16, 0.23], [0.07, 0.14, -0.24], [-0.16, -0.07, -0.31], [0.34, 0.01, 0.05], [0.22, -0.32, -0.04], [-0.14, -0.14, -0.27], [0.03, -0.31, 0.31], [-0.31, 0.14, -0.07], [0.39, -0.32, 0.48], [-0.01, -0.20, -0.05], [-0.02, 0.33, -0.25], [-0.17, -0.21, 0.07], [-0.20, -0.12, -0.45], [-0.11, -0.13, 0.15], [0.12, 0.18, -0.15], [-0.01, -0.35, 0.06], [0.02, -0.17, 0.29], [0.21, 0.18, 0.32], [0.01, -0.05, -0.24], [0.31, 0.07, 0.00], [0.16, 0.13, 0.04]]}

=====

{"formula": "C5H8N4O2", "method": "wB97M-V/def2-TZVPD", "lumo_ev": 0.01, "smiles": "C[C@@H](O)C(=O)c1nnn(C)n1", "de_lowest_kcal_mol": 86.6, "total_energy_ev": -15367.4656, "homo_lumo_gap_ha": 0.35406, "homo_energy_ha": -0.3536, "elements": ["O", "O", "N", "N", "N", "N", "C", "C", "C", "C", "C", "H", "H", "H", "H", "H", "H", "H", "H"], "positions_angstrom": [[-2.021802, -0.560404, -1.134183], [-2.450865, 0.797263, 1.613177], [0.021554, -0.545605, 2.318283], [0.560940, -0.446451, 0.193099], [1.211405, -1.046333, 2.207813], [1.512983, -0.993828, 1.000626], [-1.916594, 0.779111, -0.691273], [-0.842487, 1.543115, -1.490030], [-0.357962, -0.173466, 1.075035], [-1.573119, 0.533940, 0.813449], [2.753647, -1.268326, 0.297770], [-1.155698, -0.969127, -1.140912], [-0.009622, 0.884512, -1.327022], [3.221094, -2.189931, 0.606570], [-0.904844, 2.551104, -0.909442], [-2.939008, 1.253968, -0.684077], [-1.131473, 1.572159, -2.518898], [2.498650, -1.247572, -0.744699], [3.523202, -0.474130, 0.514712]], "atomic_forces_ev_per_a": [[-1.11, -0.41, -0.68], [1.38, -0.36, 0.28], [-0.79, 0.26, 0.89], [1.19, -0.72, 0.71], [-0.38, -0.19, 2.46], [0.42, 0.62, -5.13], [0.18, -0.11, 0.47], [-2.06, 0.81, 2.70], [1.07, -0.58, 1.98], [-3.70, 1.74, -1.47], [1.56, 0.79, 1.05], [0.30, 0.02, -0.12], [1.01, 0.85, -0.31], [-0.25, -0.45, 0.05], [1.09, -1.34, -1.58], [1.08, -0.63, -0.19], [-0.10, 0.43, -0.58], [0.08, -0.17, -0.31], [-0.97, -0.55, -0.21]]}

=====

{"formula": "Br3F3Si2", "method": "wB97M-V/def2-TZVPD", "lumo_ev": -1.62, "total_energy_ev": -234043.1580, "homo_lumo_gap_ha": 0.31205, "homo_energy_ha": -0.3717, "elements": ["Br", "Br", "Br", "Si", "Si", "F", "F", "F"], "positions_angstrom": [[-1.912260, 2.424689, 0.062307], [-2.603746, -0.812848, -1.431889], [-0.008284, 1.330056, -2.747471], [1.086331, -0.707211, 0.978812], [-0.910579, 0.628669, -0.888249], [2.276604, 0.181907, 1.478186], [1.736115, -1.917550, 0.216165], [0.335817, -1.127712, 2.332139]], "atomic_forces_ev_per_a": [[0.50, -0.76, -0.20], [0.96, 0.59, 0.36], [0.23, -0.06, -0.08], [-2.09, 0.98, -0.55], [0.06, -0.89, 1.54], [0.26, 0.48, -0.12], [-0.16, -0.28, -0.01], [0.24, -0.05, -0.94]]}

=====

Number 1: strongest force on any atom 3.12 eV/A. Number 2: strongest force on any atom 11.13 eV/A. Number 3: strongest force on any atom 2.98 eV/A. Number 4: strongest force on any atom 5.19 eV/A. Number 5: strongest force on any atom 2.37 eV/A.